Molecular formula: C21H58F30N5O5P5
Method: DFT, wB97M-V/def2-TZVPD

```
124
C21H58F30N5O5P5 | the OMol25 dataset | wB97M-V/def2-TZVPD
C 5.637 -1.304 -1.315
C 4.369 -1.814 -0.711
O 3.298 -1.362 -0.907
N 4.534 -3.093 0.067
H 3.718 -3.670 -0.138
H 5.439 -3.473 -0.198
C 4.530 -2.837 1.576
H 6.421 -1.062 -0.597
H 5.459 -0.396 -1.922
H 6.073 -2.058 -1.981
H 5.270 -2.133 1.950
H 4.535 -3.798 2.078
H 3.571 -2.285 1.773
C 0.533 -2.064 0.893
C 1.414 -0.962 1.389
O 2.475 -1.103 1.914
N 0.886 0.458 1.212
H 0.072 0.363 0.610
H 0.568 0.842 2.112
C 1.924 1.409 0.681
H -0.476 -1.972 1.295
H 1.071 -2.940 1.248
H 0.488 -2.113 -0.196
H 1.491 2.366 0.425
H 2.443 0.916 -0.128
H 2.706 1.546 1.421
C -4.274 -4.342 0.356
N -3.403 -3.778 -0.736
C -3.905 -2.376 -1.006
C -1.936 -3.562 -0.353
C -3.604 -4.584 -1.970
C -3.074 -5.984 -1.965
O -3.577 -6.842 -0.948
H -3.801 -5.245 0.720
H -5.250 -4.603 -0.059
H -4.555 -3.624 1.122
H -4.946 -2.432 -1.322
H -3.343 -2.007 -1.865
H -3.726 -1.679 -0.194
H -1.462 -3.376 -1.310
H -1.681 -4.518 0.098
H -1.945 -2.788 0.404
H -3.051 -4.035 -2.743
H -4.603 -4.471 -2.396
H -1.980 -5.905 -1.890
H -3.161 -6.493 -2.929
H -2.985 -7.599 -0.902
C -5.158 0.825 1.685
N -4.160 1.949 1.536
C -2.785 1.352 1.480
C -4.398 2.629 0.220
C -4.344 3.041 2.582
C -3.799 2.709 3.962
O -4.437 1.551 4.474
H -4.904 0.146 2.495
H -5.182 0.324 0.720
H -6.136 1.249 1.906
H -2.585 1.019 2.497
H -2.019 2.094 1.249
H -2.707 0.555 0.750
H -3.792 3.522 0.098
H -5.452 2.897 0.162
H -4.154 1.904 -0.551
H -5.379 3.368 2.524
H -3.686 3.833 2.221
H -4.071 3.574 4.577
H -2.709 2.669 3.962
H -4.231 1.465 5.410
C 2.579 2.667 -2.775
N 2.822 4.152 -2.970
C 4.298 4.302 -3.270
C 1.997 4.684 -4.111
C 2.530 4.849 -1.622
C 1.054 4.955 -1.250
O 1.121 5.477 0.069
H 3.434 2.365 -2.174
H 2.617 2.157 -3.735
H 1.622 2.519 -2.292
H 4.371 5.359 -3.543
H 4.441 3.739 -4.188
H 4.954 4.156 -2.417
H 2.166 4.051 -4.976
H 2.304 5.710 -4.302
H 0.962 4.691 -3.785
H 3.018 5.789 -1.888
H 3.122 4.326 -0.873
H 0.668 3.932 -1.183
H 0.385 5.552 -1.874
H 0.217 5.651 0.352
P 0.325 3.755 3.680
F 0.458 5.330 3.876
F 1.337 3.766 2.414
F 1.471 3.423 4.749
F 0.119 2.165 3.316
F -0.776 3.595 4.857
F -0.968 4.064 2.663
P -0.951 0.836 -2.000
F -0.567 1.922 -0.869
F -0.624 1.804 -3.237
F 0.623 0.408 -2.004
F -1.213 -0.371 -3.069
F -1.233 -0.323 -0.869
F -2.518 1.188 -1.869
P 5.830 2.178 -1.085
F 5.417 1.133 -2.288
F 7.304 1.513 -1.109
F 6.339 3.265 -2.152
F 6.181 3.194 0.112
F 4.308 2.774 -1.100
F 5.328 1.106 0.038
P 1.909 -5.578 -1.063
F 2.091 -4.780 0.346
F 0.400 -4.990 -1.098
F 2.457 -4.251 -1.907
F 1.641 -6.246 -2.490
F 3.463 -6.039 -0.996
F 1.477 -6.910 -0.275
P -3.200 -2.685 2.813
F -2.940 -1.619 1.619
F -3.326 -1.510 3.906
F -4.796 -2.613 2.552
F -3.442 -3.824 3.931
F -3.106 -3.894 1.707
F -1.603 -2.759 3.078
```

Calculated values
HOMO energy   -10.684 eV
LUMO level   -0.0569 eV
Charge   0

Molecular formula: C19H60B2NO34
Method: DFT, wB97M-V/def2-TZVPD

```
116
C19H60B2NO34 | the OMol25 dataset | wB97M-V/def2-TZVPD
C -0.477 2.311 3.279
C -0.526 0.763 3.126
C -0.017 0.169 1.870
C -0.275 -1.239 1.506
N 0.193 -1.813 0.189
C 1.738 -1.617 0.094
C 2.000 -0.430 -0.983
C 0.641 0.066 -1.421
C -0.378 -1.012 -0.945
C -0.023 -3.332 0.019
C -1.486 -3.822 0.002
C -1.682 -5.328 0.062
H -0.585 2.773 4.248
H -1.196 3.026 2.751
H 0.585 2.778 2.861
H -1.603 0.380 3.272
H 0.029 0.383 3.934
H 1.110 0.332 1.723
H -0.386 0.866 1.075
H -1.370 -1.476 1.444
H 0.269 -1.821 2.107
H 2.448 -2.475 -0.013
H 2.107 -1.403 1.014
H 2.587 -1.090 -1.643
H 2.476 0.466 -0.579
H 0.609 0.326 -2.541
H 0.433 1.111 -1.045
H -0.351 -1.707 -1.864
H -1.410 -0.546 -0.667
H 0.588 -3.658 0.898
H 0.414 -3.778 -0.882
H -2.122 -3.326 -0.745
H -2.020 -3.537 1.018
H -1.679 -5.779 -0.966
H -2.643 -5.681 0.413
H -0.692 -5.752 0.805
O 2.419 2.739 -2.518
C 2.853 3.930 -2.376
O 3.856 4.139 -1.725
B 3.938 5.622 -1.624
O 2.860 6.082 -2.424
C 2.194 5.117 -2.884
O 0.965 5.200 -3.200
O 5.277 6.030 -2.078
C 5.692 6.809 -1.190
O 6.820 7.385 -1.304
C 4.864 6.806 -0.060
O 3.851 6.199 -0.266
O 5.329 7.108 1.058
O -2.856 4.498 1.012
C -1.680 4.721 0.779
O -1.128 5.772 1.344
B 0.254 5.892 0.842
O 0.363 4.719 -0.001
C -0.704 4.123 -0.012
O -0.911 3.040 -0.612
O 1.217 6.078 1.943
C 1.814 7.198 1.758
O 2.505 7.613 2.516
C 1.267 7.755 0.547
O 0.397 7.039 -0.015
O 1.720 8.656 -0.105
O 4.019 -3.190 -1.981
H 3.861 -4.065 -1.716
H 4.568 -2.821 -1.178
O 3.072 -1.997 -4.623
H 3.044 -2.010 -3.743
H 3.550 -2.730 -5.183
O -1.856 -0.563 -4.156
H -1.120 -0.516 -4.819
H -1.672 0.142 -3.530
O -3.360 -7.374 2.250
H -4.181 -7.901 1.960
H -2.564 -7.848 2.248
O 1.208 1.712 -4.848
H 1.275 2.263 -5.693
H 1.623 2.288 -4.238
O -4.751 -2.671 -0.427
H -5.593 -2.652 -0.693
H -4.353 -2.558 -1.146
O 2.862 -3.225 2.390
H 3.144 -4.053 2.206
H 2.190 -3.248 3.074
O -2.217 1.790 -2.786
H -1.727 2.293 -2.108
H -3.138 2.062 -2.818
O -0.194 -5.960 -3.161
H 0.080 -5.115 -3.277
H 0.461 -6.535 -2.606
O 2.839 3.484 1.393
H 3.132 4.098 2.105
H 2.400 4.003 0.747
O -5.677 -5.280 1.991
H -5.976 -5.855 1.121
H -4.738 -5.817 2.260
O -3.061 2.423 5.534
H -3.615 1.618 5.319
H -3.631 2.931 5.182
O -3.090 0.914 0.350
H -2.337 1.316 0.488
H -3.574 0.992 -0.510
O -4.066 -1.311 1.740
H -3.771 -0.667 1.236
H -4.292 -1.813 0.993
O 3.617 0.906 2.062
H 4.618 1.052 2.006
H 3.340 1.752 1.755
O 1.270 -2.339 4.947
H 1.971 -1.838 5.276
H 0.443 -2.157 5.405
O -4.264 -5.040 -2.891
H -3.575 -5.222 -3.551
H -4.123 -5.825 -2.266
O -4.387 -7.438 -1.477
H -4.548 -7.780 -2.312
H -3.587 -7.991 -1.150
```

Calculated values
Energy above the lowest of the compared OMol25 structures with the same formula, charge and spin   2.076 eV
HOMO energy   -6.994 eV
LUMO level   0.4174 eV
Charge   -1

Molecular formula: C33H31OReS5Sb2
Method: DFT, wB97M-V/def2-TZVPD

```
73
C33H31OReS5Sb2 | the OMol25 dataset | wB97M-V/def2-TZVPD
Re 1.515 -1.221 0.430
S 2.937 3.461 4.099
Sb 2.928 0.792 4.098
S -0.521 -0.614 0.623
S 2.819 0.282 0.809
S 5.068 0.662 4.349
O 2.121 -2.974 0.420
S 1.896 -3.639 -1.139
C 3.195 -4.781 -1.232
C 3.476 -5.685 -0.204
C 4.459 -6.623 -0.424
C 5.124 -6.664 -1.654
C 4.831 -5.759 -2.666
C 3.865 -4.788 -2.458
C 0.362 -4.470 -0.930
C -0.333 -4.660 -2.122
C -1.497 -5.412 -2.085
C -1.949 -5.932 -0.879
C -1.246 -5.712 0.305
C -0.069 -4.985 0.291
H 2.941 -5.652 0.737
H 4.713 -7.335 0.349
H 5.884 -7.417 -1.819
H 5.358 -5.802 -3.608
H 3.635 -4.062 -3.228
H 0.032 -4.258 -3.060
H -2.047 -5.596 -2.998
H -2.855 -6.522 -0.858
H -1.606 -6.132 1.234
H 0.505 -4.848 1.198
C -3.259 3.614 2.348
C -3.788 2.536 1.445
C -5.160 2.287 1.431
C -5.727 1.366 0.566
C -4.936 0.663 -0.342
C -3.575 0.878 -0.350
C -3.012 1.792 0.552
Sb -0.948 1.966 0.308
C 0.165 2.707 1.958
C -0.305 2.286 3.273
C 0.116 2.869 4.408
C 1.095 3.955 4.362
C 1.627 4.310 3.042
C 1.106 3.675 1.812
C 1.619 4.275 0.547
C -0.352 2.349 -1.661
C 0.624 1.605 -2.320
C 0.922 1.911 -3.634
C 0.238 2.943 -4.270
C -0.721 3.681 -3.592
C -1.038 3.411 -2.263
C -2.039 4.273 -1.540
H -3.831 4.531 2.202
H -2.213 3.861 2.159
H -3.362 3.338 3.399
H -5.797 2.849 2.103
H -6.798 1.209 0.581
H -5.384 -0.033 -1.038
H -2.961 0.344 -1.072
H -1.068 1.516 3.337
H -0.302 2.590 5.366
H 1.065 4.712 5.136
H 1.999 5.322 2.910
H 2.706 4.371 0.596
H 1.228 5.292 0.439
H 1.360 3.711 -0.347
H 1.144 0.794 -1.825
H 1.680 1.353 -4.165
H 0.464 3.183 -5.300
H -1.224 4.497 -4.094
H -1.983 5.299 -1.902
H -1.856 4.335 -0.456
H -3.062 3.922 -1.686
```

Calculated values
Energy above the lowest of the compared OMol25 structures with the same formula, charge and spin   0.000 eV
HOMO energy (spin up / spin down)   -18.791 / -18.790 eV
LUMO level (spin up / spin down)   -13.3824 / -13.3816 eV
Charge   +4

Record order is preserved below.
DFT total energy: -168398.7908, -93135.8449, -106109.8702 eV
Record order is preserved below.
F_max: 8.56, 11.33, 0.82 eV/Å